No. 1
Density functional theory data (ωB97M-V/def2-TZVPD) for a single C4H4N2OS molecule.

Geometry as ORCA input:
```
! wB97M-V def2-TZVPD RIJCOSX def2/J DEFGRID3
* xyz 0 1
O 1.821 0.960 1.706
C 0.542 0.712 1.402
C 0.074 0.142 0.278
C 0.780 -0.355 -0.903
N -0.014 -0.841 -1.790
C -1.328 -0.721 -1.281
S -2.706 -1.196 -2.036
N -1.253 -0.135 -0.054
H 2.392 0.685 0.992
H -0.122 1.042 2.199
H 1.862 -0.344 -1.044
H -2.050 0.051 0.530
*
```

Output
- energy (eV) = -20074.76241
- structure (SMILES) = O/C=C1\C=NC(=S)N1
- maximum force (eV Å⁻¹) = 0.7

=====

No. 2
Density functional theory data (ωB97M-V/def2-TZVPD) for a single C4H4N2OS molecule at a distorted geometry.

Geometry as ORCA input:
```
! wB97M-V def2-TZVPD RIJCOSX def2/J DEFGRID3
* xyz 0 1
C -1.725 -1.674 -0.447
C -1.130 -0.892 0.446
N -0.092 -0.027 0.154
N 0.510 0.202 -0.991
C 1.442 1.087 -0.767
C 1.449 1.479 0.610
S 2.360 2.525 1.490
O 0.451 0.725 1.175
H -1.413 -1.663 -1.503
H -2.500 -2.351 -0.145
H -1.417 -0.852 1.502
H 2.066 1.442 -1.524
*
```

Output
- energy (eV) = -20072.46477
- structure (SMILES) = C=Cn1ncc(=S)o1
- maximum force (eV Å⁻¹) = 1.3

=====

No. 3
Density functional theory data (ωB97M-V/def2-TZVPD) for a 2-piece molecular cluster, C4H4N2S overall at a distorted geometry.

Geometry as ORCA input:
```
! wB97M-V def2-TZVPD RIJCOSX def2/J DEFGRID3
* xyz 0 1
C 0.251 1.902 0.063
C 0.959 0.797 -0.066
C 1.408 -0.344 -0.478
N 2.046 -1.383 -0.648
H 0.288 2.431 0.998
H -0.220 2.438 -0.697
H 2.553 -1.898 0.015
N -1.259 -1.414 0.669
C -1.957 -0.597 0.085
S -2.874 0.471 -0.552
H -1.195 -2.404 0.612
*
```

Output
- energy (eV) = -18024.66471
- structure (SMILES) = C=C=C=N.N=C=S
- maximum force (eV Å⁻¹) = 3.4

=====

No. 4
Density functional theory data (ωB97M-V/def2-TZVPD) for a single C4H4N2S molecule at a distorted geometry.

Geometry as ORCA input:
```
! wB97M-V def2-TZVPD RIJCOSX def2/J DEFGRID3
* xyz 0 1
N -3.283 -0.811 -0.009
C -2.138 -0.774 -0.008
C -0.714 -0.669 -0.018
N -0.003 -1.750 -0.057
S 1.665 -1.356 0.066
C 1.410 0.464 -0.159
C -0.049 0.694 0.137
H 1.702 0.690 -1.158
H 2.081 0.997 0.530
H -0.156 1.037 1.175
H -0.515 1.477 -0.499
*
```

Output
- energy (eV) = -18027.17258
- structure (SMILES) = N#CC1=NSCC1
- maximum force (eV Å⁻¹) = 1.7

=====

No. 5
Density functional theory data (ωB97M-V/def2-TZVPD) for a single C4H4N2S molecule at a distorted geometry.

Geometry as ORCA input:
```
! wB97M-V def2-TZVPD RIJCOSX def2/J DEFGRID3
* xyz 0 1
N -3.852 -0.114 -0.256
C -2.787 0.277 -0.106
C -1.442 0.538 0.071
N -0.570 -0.384 0.285
C 0.795 -0.099 0.531
C 1.817 -0.539 -0.514
S 1.914 1.228 0.063
H -1.137 1.510 -0.031
H 0.925 -0.482 1.474
H 2.677 -1.070 0.027
H 1.661 -0.863 -1.543
*
```

Output
- energy (eV) = -18025.65973
- structure (SMILES) = N#C/C=N/[C@H]1CS1
- maximum force (eV Å⁻¹) = 3.7

=====

No. 6
Density functional theory data (ωB97M-V/def2-TZVPD) for a single C4H4N2S2 molecule at a distorted geometry.

Geometry as ORCA input:
```
! wB97M-V def2-TZVPD RIJCOSX def2/J DEFGRID3
* xyz 0 1
N 2.137 0.189 1.769
C 1.966 0.135 0.624
C 1.769 0.074 -0.794
C 0.787 -0.608 -1.386
S -0.516 -1.555 -0.677
C -0.912 -0.726 0.853
N -1.246 0.477 1.067
S -1.258 1.615 -0.200
H 2.493 0.585 -1.389
H 0.748 -0.652 -2.478
H -0.971 -1.402 1.723
H -1.776 2.599 0.553
*
```

Output
- energy (eV) = -28861.48648
- structure (SMILES) = N#C/C=C\S/C=N\S
- maximum force (eV Å⁻¹) = 1.2

=====

No. 7
Density functional theory data (ωB97M-V/def2-TZVPD) for C4H4N2S2 as an isolated structure at a distorted geometry.

Geometry as ORCA input:
```
! wB97M-V def2-TZVPD RIJCOSX def2/J DEFGRID3
* xyz 0 1
C -1.332 -0.303 1.321
C 1.039 -1.247 -0.494
C 1.672 -0.068 -0.657
C 1.287 1.062 0.185
H -2.136 2.113 -1.482
H -1.388 -0.585 2.489
H 1.850 -2.177 -1.085
H 2.747 -0.087 -1.306
N -2.011 0.644 0.838
N 1.027 2.061 0.749
S -2.208 0.331 -0.936
S -0.547 -1.744 0.379
*
```

Output
- energy (eV) = -28857.11666
- maximum force (eV Å⁻¹) = 5.0

=====

No. 8
Density functional theory data (ωB97M-V/def2-TZVPD) for a 2-piece molecular cluster, C4H4N2S2 overall at a distorted geometry.

Geometry as ORCA input:
```
! wB97M-V def2-TZVPD RIJCOSX def2/J DEFGRID3
* xyz 0 1
C -0.654 -0.667 0.552
C 0.235 -1.708 0.554
C 1.581 2.230 0.090
C -0.338 -0.723 -1.671
N 2.309 1.439 -0.272
N -0.879 -0.109 -0.684
S 0.512 -2.191 -1.081
S -1.856 1.261 -0.866
H -1.348 -0.269 1.316
H 0.471 -2.437 1.332
H 0.717 2.830 0.288
H -0.405 -0.741 -2.677
*
```

Output
- energy (eV) = -28860.85141
- maximum force (eV Å⁻¹) = 5.7